i:
{"formula": "C3H5F4NO3S", "method": "wB97M-V/def2-TZVPD", "smiles": "O=S(=O)(F)NC[C@H](O)C(F)(F)F", "e_homo_ev": -11.260, "symbols": ["O", "S", "O", "F", "N", "C", "C", "O", "C", "F", "F", "F", "H", "H", "H", "H", "H"], "positions_angstrom": [[0.575, -3.558, 0.728], [-0.280, -2.447, 0.579], [-1.648, -2.566, 0.229], [-0.303, -1.682, 1.956], [0.503, -1.318, -0.294], [-0.257, -0.167, -0.797], [-0.208, 1.024, 0.166], [-1.379, 1.799, 0.067], [0.956, 1.949, -0.163], [1.135, 2.871, 0.790], [0.766, 2.589, -1.329], [2.099, 1.244, -0.278], [1.097, -1.776, -0.973], [0.184, 0.106, -1.754], [-1.301, -0.427, -0.969], [-0.029, 0.673, 1.184], [-1.910, 1.686, 0.859]], "mulliken_charge": [-0.57, 1.19, -0.55, -0.24, -0.26, -0.80, 0.17, -0.57, 0.63, -0.27, -0.26, -0.26, 0.32, 0.39, 0.34, 0.36, 0.38]}

ii:
{"formula": "C3H5F4NO3S", "method": "wB97M-V/def2-TZVPD", "smiles": "O=S(=O)(F)NC[C@H](O)C(F)(F)F", "e_homo_ev": -11.485, "symbols": ["O", "S", "O", "F", "N", "C", "C", "O", "C", "F", "F", "F", "H", "H", "H", "H", "H"], "positions_angstrom": [[-1.201, 2.948, -2.206], [-0.308, 1.696, -1.863], [0.112, 1.014, -3.187], [1.107, 2.328, -1.091], [-1.081, 0.645, -0.702], [-0.377, -0.684, -0.548], [0.662, -0.543, 0.729], [1.844, -1.377, 0.460], [-0.119, -0.932, 2.148], [0.699, -0.314, 3.251], [-0.257, -2.420, 2.333], [-1.430, -0.240, 2.175], [-2.109, 0.551, -0.850], [-1.208, -1.466, -0.195], [0.142, -1.089, -1.517], [0.953, 0.610, 0.836], [2.572, -0.727, 0.228]], "mulliken_charge": [-0.53, 1.12, -0.52, -0.28, -0.26, -0.62, 0.10, -0.52, 0.60, -0.26, -0.24, -0.23, 0.34, 0.33, 0.31, 0.27, 0.38]}

Most stable of them? i.

i:
{"formula": "C6H11FS", "method": "wB97M-V/def2-TZVPD", "smiles": "CCC[C@]1(CF)CS1", "e_homo_ev": -8.989, "symbols": ["C", "C", "C", "C", "C", "F", "C", "S", "H", "H", "H", "H", "H", "H", "H", "H", "H", "H", "H"], "positions_angstrom": [[-1.549, -0.937, -1.164], [-1.532, 0.371, -0.416], [-0.133, 0.961, -0.459], [0.958, 0.374, 0.426], [1.608, -0.951, 0.059], [0.820, -2.030, 0.375], [0.880, 0.743, 1.864], [2.194, 1.595, 0.955], [-1.567, -0.684, -2.224], [-0.765, -1.673, -1.026], [-2.535, -1.376, -0.946], [-2.270, 1.049, -0.859], [-1.845, 0.212, 0.621], [-0.191, 1.978, -0.093], [0.259, 1.001, -1.458], [2.539, -1.026, 0.578], [1.821, -1.030, -1.014], [0.065, 1.385, 2.170], [1.242, 0.037, 2.609]], "mulliken_charge": [-1.13, -0.29, -1.25, 1.07, -0.72, -0.29, -1.06, -0.15, 0.30, 0.32, 0.30, 0.34, 0.33, 0.43, 0.40, 0.43, 0.28, 0.34, 0.34]}

ii:
{"formula": "C6H11FS", "method": "wB97M-V/def2-TZVPD", "smiles": "CC/C(=C/CS)CF", "e_homo_ev": -9.183, "symbols": ["C", "C", "C", "C", "C", "S", "C", "F", "H", "H", "H", "H", "H", "H", "H", "H", "H", "H", "H"], "positions_angstrom": [[-2.556, -0.593, 0.067], [-1.163, -1.100, -0.274], [0.026, -0.141, -0.066], [1.059, -0.433, 0.653], [2.273, 0.358, 0.889], [3.640, -0.036, -0.325], [-0.259, 1.248, -0.591], [-1.049, 1.964, 0.290], [-2.767, 0.421, -0.331], [-3.303, -1.160, -0.413], [-2.771, -0.568, 1.137], [-1.144, -1.397, -1.359], [-0.949, -2.022, 0.289], [1.001, -1.351, 1.206], [2.001, 1.402, 0.727], [2.777, 0.217, 1.832], [3.042, 0.171, -1.511], [-0.598, 1.297, -1.627], [0.740, 1.724, -0.594]], "mulliken_charge": [-1.17, -0.55, 0.70, -0.41, -0.75, -0.23, -0.60, -0.28, 0.29, 0.40, 0.29, 0.28, 0.32, 0.26, 0.33, 0.38, 0.12, 0.29, 0.32]}

Most stable of them? i.

i:
{"formula": "C3H2Br2P2", "method": "wB97M-V/def2-TZVPD", "smiles": "BrC1=[PH]=C(Br)P=C1", "e_homo_ev": [-8.314, -8.093], "symbols": ["Br", "C", "P", "C", "Br", "P", "C", "H", "H"], "positions_angstrom": [[2.794, -0.977, 0.116], [0.972, -0.143, 0.173], [-0.358, -1.294, 0.209], [-1.629, -0.164, -0.318], [-3.368, -0.650, -0.135], [-0.831, 1.849, 0.208], [0.771, 1.241, 0.239], [0.228, -1.962, -0.956], [1.421, 2.099, 0.463]], "mulliken_charge": [-0.15, 0.01, -0.01, -0.13, -0.05, 0.04, -0.16, 0.10, 0.36]}

ii:
{"formula": "C3H2Br2P2", "method": "wB97M-V/def2-TZVPD", "smiles": "BrC1=C[PH]#P=C1Br", "e_homo_ev": -9.234, "symbols": ["Br", "C", "C", "P", "P", "C", "Br", "H", "H"], "positions_angstrom": [[1.530, 2.242, 0.148], [0.403, 0.681, -0.086], [-0.891, 0.705, -0.278], [-1.642, -0.970, -0.384], [0.186, -1.979, 0.055], [1.160, -0.654, 0.081], [3.022, -0.831, 0.389], [-1.286, 1.645, -0.609], [-2.481, -0.838, 0.685]], "mulliken_charge": [-0.16, -0.06, -0.17, -0.13, -0.14, 0.22, -0.05, 0.41, 0.07]}

Most stable of them? ii.

i:
{"formula": "C2H2NPS", "method": "wB97M-V/def2-TZVPD", "smiles": "C#[N+][S-].C#P", "e_homo_ev": -8.776, "symbols": ["C", "N", "S", "H", "C", "P", "H"], "positions_angstrom": [[1.607, 0.387, 1.094], [1.914, -0.047, 0.060], [2.254, -0.492, -1.353], [1.146, 0.500, 1.928], [-2.424, 0.000, -0.736], [-1.571, 0.223, 0.507], [-2.926, -0.570, -1.501]], "mulliken_charge": [-0.21, -0.03, -0.18, 0.41, -0.02, -0.30, 0.33]}

ii:
{"formula": "C2H2NPS", "method": "wB97M-V/def2-TZVPD", "smiles": "c1nscp1", "e_homo_ev": [-9.500, -9.499], "symbols": ["C", "N", "S", "C", "P", "H", "H"], "positions_angstrom": [[-0.420, -0.963, -0.737], [0.672, 0.105, -1.373], [1.048, 1.179, -0.301], [0.137, 0.727, 1.045], [-0.861, -0.689, 0.874], [-0.761, -1.694, -1.438], [0.187, 1.336, 1.932]], "mulliken_charge": [-0.20, -0.35, 0.22, -0.31, -0.08, 0.37, 0.34]}

Most stable of them? ii.